[1]
An isolated molecule of H2NP at a distorted geometry, computed with ωB97M-V/def2-TZVPD.

As for the spin multiplicity: 1. Its molar mass is 47.0 g/mol. For the HOMO-LUMO gap, the calculation gives 8.888 eV. As for the lowest unoccupied orbital energy: -0.233 eV. The calculation puts the energy relative to the best compared isomer or geometry (same formula, charge and spin) at 22.4 kJ/mol. The SMILES is [H]/N=P/[H]. The energy is -10809.727 eV.

Geometry (Å):
P: 0.3329 0.8239 -0.2936
N: -0.0146 -0.5355 0.3536
H: -0.7448 0.6584 -1.1778
H: 0.4265 -0.9468 1.1179

How positive or negative is each atom? The Mulliken charges in e answer that:
1 P 0.1021
2 N -0.3779
3 H 0.0554
4 H 0.2204

---

[2]
A structure of composition C4H8NO2 at a distorted geometry, computed with ωB97M-V/def2-TZVPD.

As for the spin multiplicity: 1. The net charge is +1. Its molar mass is 102.1 g/mol. For the HOMO-LUMO gap, the calculation gives 9.433 eV. As for the lowest unoccupied orbital energy: -3.619 eV. The calculation puts the energy relative to the best compared isomer or geometry (same formula, charge and spin) at 447.7 kJ/mol. The energy is -9851.691 eV.

Geometry (Å):
C: -0.4690 -1.7388 -1.1722
C: -0.4526 0.6383 -0.9985
H: 0.5483 -2.2438 -0.8440
C: -0.7851 0.5528 0.4761
H: -1.7967 0.7046 0.9813
H: 1.7381 1.4431 1.9922
C: 0.5069 0.6128 0.6899
H: 0.5879 0.5244 2.8062
O: -0.4020 1.7693 -1.6028
H: -0.1806 1.6559 -2.4866
H: 1.7863 -0.2474 1.9206
H: -1.1118 -2.2666 -1.8255
O: -0.1781 -0.4812 -1.7447
H: -1.0041 -1.5206 -0.1960
N: 1.2126 0.5973 2.0042

How positive or negative is each atom? The Mulliken charges in e answer that:
1 C -0.5919
2 C 0.9222
3 H 0.2374
4 C -0.6995
5 H 0.3797
6 H 0.3822
7 C -0.5778
8 H 0.3274
9 O -0.3382
10 H 0.3812
11 H 0.4050
12 H 0.3250
13 O -0.3408
14 H 0.3278
15 N -0.1398

---

[3]
A structure of composition C30H48FN2O10Pb at a distorted geometry, computed with ωB97M-V/def2-TZVPD.

As for the spin multiplicity: 1. The net charge is +1. Its molar mass is 822.9 g/mol. For the HOMO-LUMO gap, the calculation gives 1.749 eV. As for the lowest unoccupied orbital energy: -7.605 eV. The calculation puts the energy relative to the best compared isomer or geometry (same formula, charge and spin) at 95.6 kJ/mol. The energy is -63289.567 eV.

Geometry (Å):
H: -5.2098 0.5133 5.0106
O: 1.9100 -2.8612 10.7095
O: 8.8945 5.3794 0.6164
O: 0.6128 -0.9487 5.7618
H: -4.5501 2.7159 2.4916
H: 0.1056 -0.7606 -7.7050
H: -2.4588 5.3930 0.4761
H: 1.7420 -0.9296 -7.1336
C: 1.4642 -2.3961 9.5030
C: 5.8091 2.8396 -0.5080
H: -3.5281 4.2053 -0.2122
C: 1.2769 -2.7378 7.1096
C: 7.6105 4.3686 -1.0796
H: -4.4128 -0.0554 1.4900
H: 7.6089 3.7115 2.2453
N: -0.2263 1.6544 -6.4278
O: -1.2686 4.2956 -7.7259
C: 6.4967 3.5925 -1.4117
H: 2.7989 -2.5546 10.9026
C: -2.9934 -7.8678 2.2338
N: -2.8173 2.1034 1.3556
C: 0.0273 -2.2386 -5.4795
H: 0.3370 -9.2707 1.0190
C: -0.5417 4.9024 -1.2725
H: -2.9147 5.3337 -8.1771
C: -1.9404 -6.9694 1.9472
H: -2.1751 1.9020 -7.1528
H: -0.8277 5.9438 -1.4196
C: -1.1740 1.7755 -7.5649
H: 1.7129 -4.2674 8.5730
C: -0.7107 -7.4841 1.5996
H: 1.7631 1.1870 -6.1253
C: 0.8289 -0.5485 8.1153
H: -2.4441 3.9708 2.2915
H: 1.0968 -0.4182 10.2420
C: 0.9072 -1.4121 7.0107
H: -5.9306 0.8909 1.1711
O: 0.4210 -6.6569 1.5654
C: 1.2737 -1.0165 9.3604
C: 6.2217 2.8185 0.8358
C: -4.6966 0.2375 4.0894
H: 6.0964 3.5741 -2.4146
H: 0.1521 4.8720 -0.4323
C: 0.7932 -0.4356 -6.9241
C: -2.2278 3.4444 1.3618
O: 4.7347 2.1427 -0.8927
H: -4.6354 -0.8508 4.0843
H: -1.2275 0.9030 -8.2160
H: -3.7295 -10.9970 1.8925
H: 5.7108 2.1263 1.4886
C: -0.8632 3.0898 -8.4116
H: 0.0614 4.5758 -2.1198
H: 0.9759 -2.6395 -5.1225
H: -3.8840 -7.4400 2.6699
H: -3.6648 0.5889 4.0835
H: -3.3079 3.6950 -7.7784
H: -1.1498 3.3700 1.5050
H: 1.4313 1.4434 -7.7671
H: 4.4089 1.3988 -0.3808
H: -2.0075 -5.9073 2.1314
H: -2.9379 4.7541 -6.4689
H: 1.2367 -3.4055 6.2617
O: -1.6912 3.9716 -0.9636
C: -2.6569 4.5224 -7.4963
H: -0.2131 -2.8294 -6.3635
C: 7.9646 4.4149 0.2218
C: -0.5896 -8.8629 1.3952
C: 1.5390 -3.2204 8.3729
H: -0.6252 -2.4045 -4.6223
O: -5.5092 0.6305 2.9926
H: 8.7081 5.5153 1.5483
C: -2.4999 4.3666 0.1118
C: -1.6238 -9.7663 1.5835
H: -0.0582 2.6406 -6.2892
H: -1.5511 -10.8235 1.3751
Pb: -1.5830 0.3907 -2.4849
C: -2.8577 -9.2224 2.0243
C: -4.3399 2.1752 1.5688
H: 8.0564 5.0327 -1.8053
F: 0.9327 -1.6053 0.2990
O: 0.1478 -0.8453 -5.7085
C: -5.0028 0.8265 1.7395
C: 0.9851 1.0159 -6.8692
H: -1.4315 3.0650 -9.3414
H: -2.4017 1.7413 2.2019
H: 0.1996 3.0754 -8.6534
H: 0.5875 0.5039 8.0878
O: -3.9338 -10.0792 2.0862
H: -4.9287 2.5464 0.7300
H: 0.8583 -1.3257 4.9137
C: 7.2733 3.6909 1.2190
H: 0.1803 -5.7842 1.2458

How positive or negative is each atom? The Mulliken charges in e answer that:
1 H 0.2480
2 O -0.5639
3 O -0.5260
4 O -0.5437
5 H 0.3560
6 H 0.3319
7 H 0.3595
8 H 0.4115
9 C 0.2576
10 C 0.4405
11 H 0.2973
12 C -0.4641
13 C -0.6079
14 H 0.3448
15 H 0.3081
16 N -0.2650
17 O -0.3784
18 C -0.3602
19 H 0.3260
20 C -0.6611
21 N -0.2463
22 C -0.7113
23 H 0.3641
24 C -0.7450
25 H 0.2858
26 C -0.3436
27 H 0.3287
28 H 0.3037
29 C -0.5279
30 H 0.3675
31 C 0.3085
32 H 0.3833
33 C -0.5462
34 H 0.4624
35 H 0.3534
36 C 0.6866
37 H 0.2785
38 O -0.5259
39 C -0.4799
40 C -0.4667
41 C -0.6410
42 H 0.3414
43 H 0.3190
44 C -0.5669
45 C -0.8057
46 O -0.5216
47 H 0.2820
48 H 0.2343
49 H 0.2961
50 H 0.3031
51 C -0.5685
52 H 0.2574
53 H 0.3447
54 H 0.3636
55 H 0.2710
56 H 0.3483
57 H 0.4374
58 H 0.2969
59 H 0.3181
60 H 0.3387
61 H 0.2672
62 H 0.3604
63 O -0.2477
64 C -0.7570
65 H 0.3016
66 C 0.7719
67 C -0.4494
68 C -0.4365
69 H 0.1335
70 O -0.3747
71 H 0.2900
72 C -0.5830
73 C -0.5398
74 H 0.3175
75 H 0.2906
76 Pb 1.4609
77 C 0.7820
78 C -0.4205
79 H 0.3844
80 F -0.6280
81 O -0.2271
82 C -0.6042
83 C -0.6630
84 H 0.3891
85 H 0.2954
86 H 0.3507
87 H 0.3645
88 O -0.5243
89 H 0.2602
90 H 0.3190
91 C -0.6735
92 H 0.3015

---

[4]
A cluster of 2 separate species, C2H8N2O4S in total at a distorted geometry, computed with ωB97M-V/def2-TZVPD.

As for the spin multiplicity: 1. Its molar mass is 156.2 g/mol. For the HOMO-LUMO gap, the calculation gives 9.779 eV. As for the lowest unoccupied orbital energy: 0.340 eV. The calculation puts the energy relative to the best compared isomer or geometry (same formula, charge and spin) at 256.5 kJ/mol. The energy is -24205.122 eV.

Geometry (Å):
H: -0.1000 0.6976 -1.3252
N: 3.0400 1.6855 0.5342
S: -0.5097 -1.7145 0.5492
H: -0.6185 2.4092 0.3253
O: -0.3471 -2.9128 -0.6559
H: -0.0277 0.9276 1.0931
H: -1.6724 -1.1500 -1.3794
O: 0.8095 -1.0737 0.5939
H: -2.4960 -0.6164 0.1399
O: 2.7826 0.6500 1.2650
N: -0.7521 1.3778 0.5766
H: -0.0132 -3.5928 -0.1713
C: -1.6036 -0.6453 -0.4300
H: -1.8284 1.3114 -1.1954
C: -1.0282 0.7067 -0.6561
O: 2.3194 1.8912 -0.3775
H: 2.0454 0.0483 1.1135

How positive or negative is each atom? The Mulliken charges in e answer that:
1 H 0.2557
2 N 0.3482
3 S 0.4709
4 H 0.2616
5 O -0.4749
6 H 0.2112
7 H 0.3399
8 O -0.7119
9 H 0.4035
10 O -0.2819
11 N -0.5896
12 H 0.3178
13 C -0.6831
14 H 0.4102
15 C -0.3686
16 O -0.3787
17 H 0.4699

---

[5]
A structure of composition C5H9ClO2Pd at a distorted geometry, computed with ωB97M-V/def2-TZVPD.

As for the spin multiplicity: 1. The net charge is +2. Its molar mass is 243.0 g/mol. For the HOMO-LUMO gap, the calculation gives 6.746 eV. As for the lowest unoccupied orbital energy: -13.557 eV. The energy is -25404.376 eV.

Geometry (Å):
C: 0.1161 0.6752 1.3440
O: 0.1079 1.9779 0.6227
H: 1.3198 -1.1278 -0.2857
H: -0.0148 0.9578 2.3642
H: -1.8516 0.4576 0.7266
H: 1.0788 0.2213 1.2895
H: 0.5420 -2.1572 -1.3926
H: -1.3921 -0.7663 1.8095
Pd: 0.3500 1.0309 -2.9215
H: -1.5628 -1.8864 -0.2176
Cl: -1.2823 -0.1177 -1.7211
H: 0.5462 -2.6309 0.2321
C: -1.0496 -0.2101 0.9631
C: 0.9475 2.1292 -0.3434
C: 0.4797 -1.7750 -0.3959
O: 1.9437 2.6964 -0.4068
C: -0.8409 -1.0954 -0.2359
H: 0.5626 1.6204 -1.4313

How positive or negative is each atom? The Mulliken charges in e answer that:
1 C -0.5574
2 O -0.2042
3 H 0.3935
4 H 0.3656
5 H 0.4980
6 H 0.4457
7 H 0.4493
8 H 0.4320
9 Pd 0.1062
10 H 0.4494
11 Cl -0.0393
12 H 0.3686
13 C -0.8618
14 C 1.2642
15 C -1.5278
16 O -0.0956
17 C 0.5135
18 H 0.0003

---

[6]
An isolated molecule of C26H28N4O5S at a distorted geometry, computed with ωB97M-V/def2-TZVPD.

As for the spin multiplicity: 1. Its molar mass is 508.6 g/mol. For the HOMO-LUMO gap, the calculation gives 8.111 eV. As for the lowest unoccupied orbital energy: 0.275 eV. The calculation puts the energy relative to the best compared isomer or geometry (same formula, charge and spin) at 9.8 kJ/mol. The SMILES is CCN(CC)c1ccc(NC(=O)COc2ccc(C#N)cc2)cc1S(=O)(=O)Nc1ccc(OC)cc1. The energy is -54448.878 eV.

Geometry (Å):
C: -3.2346 2.3999 -3.6716
C: 0.9827 1.7201 -3.1859
N: -2.0344 2.2714 -0.4689
O: 0.7727 -4.8376 2.2765
C: -0.0940 3.6938 -0.4523
C: 0.0598 -2.2950 -1.7286
C: -0.5924 -5.1379 2.0793
H: 0.7673 2.5307 -2.4955
C: -0.1460 -1.1908 -2.5284
C: -2.6708 0.9803 -3.6205
H: -2.3517 2.8266 -1.2457
H: -0.6044 4.3736 -1.1195
C: 2.4816 -0.0039 4.3997
C: 3.8281 2.6945 2.1101
H: -2.4542 3.1373 -3.8433
C: -0.7052 -2.4930 -0.5836
S: -2.8665 0.8452 -0.2755
H: 1.7300 2.0558 -3.9006
H: -0.6077 -6.1325 1.6238
C: 1.2020 1.9695 1.2824
C: -0.0802 1.6784 0.8437
H: -3.9576 2.4745 -4.4798
C: 0.1927 -2.6633 3.2354
H: 1.6831 4.8834 -0.3370
C: 2.4741 -3.4115 2.9933
H: -0.6577 2.1715 -4.4789
H: 1.6835 1.2898 1.9676
H: 0.4448 -1.0973 -3.4244
C: 1.8481 3.1241 0.8552
O: -4.0939 1.0334 -0.9924
C: -1.8174 -0.4090 -1.0261
C: 0.6478 -1.4653 3.7500
C: -1.1076 -0.2178 -2.2169
H: 0.8146 -3.0183 -2.0031
C: -1.3039 -4.1385 1.1540
H: 1.3959 0.8960 -2.6111
H: -0.5819 0.7930 1.1976
N: 2.8741 0.9993 4.7944
O: -2.4772 -3.8804 1.2710
H: -0.0595 -0.7025 4.0386
H: 3.1613 -4.1864 2.6920
N: -1.3426 0.9005 -3.0137
N: -0.4617 -3.6056 0.2309
H: -2.6128 0.5686 -4.6401
H: -1.1401 -5.1823 3.0278
H: -3.3561 0.3596 -3.0441
C: 2.9287 -2.2231 3.5149
C: -1.6385 -1.5249 -0.2378
H: -0.0601 0.5267 -4.6699
H: 3.9875 -2.0469 3.6321
H: 4.0126 1.6989 1.6922
H: 0.4539 -4.0274 0.1447
H: -0.8703 -2.8139 3.1418
O: 3.1060 3.5040 1.2115
H: 4.7796 3.2020 2.2601
C: 1.1793 3.9856 -0.0159
H: -3.7515 2.6252 -2.7431
C: 2.0151 -1.2341 3.8908
H: -2.2224 -1.6075 0.6634
C: 1.1035 -3.6411 2.8413
C: -0.2837 1.3078 -3.9260
O: -2.9475 0.5431 1.1203
H: 3.3174 2.5916 3.0717
C: -0.7415 2.5327 -0.0278

How positive or negative is each atom? The Mulliken charges in e answer that:
1 C -1.2583
2 C -0.9079
3 N -0.1055
4 O -0.5374
5 C -1.0456
6 C -0.9241
7 C -0.5429
8 H 0.0358
9 C -0.4317
10 C -0.6048
11 H 0.1412
12 H 0.3229
13 C 0.1833
14 C -0.7273
15 H 0.3263
16 C 0.1711
17 S 1.3299
18 H 0.4739
19 H 0.3614
20 C -0.3209
21 C -0.3504
22 H 0.3813
23 C 0.0224
24 H 0.4232
25 C -0.7112
26 H 0.5358
27 H 0.1926
28 H 0.3906
29 C 0.4911
30 O -0.7346
31 C -0.7477
32 C -0.6251
33 C 0.0554
34 H 0.4246
35 C 0.2408
36 H 0.3331
37 H 0.5763
38 N -0.6095
39 O -0.6084
40 H 0.4867
41 H 0.4637
42 N 0.7219
43 N -0.0182
44 H 0.5031
45 H 0.3558
46 H 0.4384
47 C -0.5917
48 C -0.1696
49 H 0.3356
50 H 0.4775
51 H 0.2966
52 H 0.2490
53 H 0.4012
54 O -0.4924
55 H 0.2635
56 C -0.3688
57 H 0.2936
58 C 0.1208
59 H 0.6581
60 C 0.7071
61 C -0.9340
62 O -0.6765
63 H 0.3115
64 C 0.5470